ORCA calculation (wB97M-V/def2-TZVPD) on a single C25H43BrClF3IN2O7P molecule at a distorted geometry.

Summary:
Structure (SMILES) = CCCCN[C@]1(CCCCCCCOC)[C@H](P(O)Cl)O[C@@](I)(CCC(F)(F)F)[C@H](OCCC)[N@@+]1(CC(=O)Br)C(=O)[O-]
Multiplicity = 1
Kohn-Sham gap = 8.5 eV

Element x y z (Å)
C (0.369, -5.266, -0.625)
C (-0.794, -4.328, -0.085)
C (-1.315, -3.445, -1.280)
C (-1.936, -2.063, -0.810)
N (-1.035, -1.237, -0.002)
C (-0.898, 0.188, -0.280)
C (-0.808, 0.534, -1.821)
C (0.078, -0.490, -2.662)
C (1.330, 0.198, -3.334)
C (2.212, -0.829, -4.161)
C (3.578, -1.082, -3.401)
C (4.809, -0.898, -4.366)
C (4.966, 0.579, -4.891)
O (6.148, 1.197, -4.334)
C (5.792, 2.139, -3.322)
C (0.623, 0.453, 0.195)
P (1.510, -1.166, 0.729)
O (2.178, -1.900, -0.623)
Cl (3.235, -0.408, 1.736)
O (0.847, 1.380, 1.248)
C (-0.063, 1.450, 2.287)
I (0.491, 0.150, 4.013)
C (0.073, 2.921, 2.877)
C (-0.595, 3.109, 4.287)
C (-1.189, 4.552, 4.411)
F (-0.242, 5.491, 4.629)
F (-2.040, 4.568, 5.500)
F (-1.988, 4.863, 3.344)
C (-1.613, 1.183, 1.946)
O (-2.074, 0.139, 2.741)
C (-3.228, 0.382, 3.548)
C (-3.038, 0.125, 5.083)
C (-2.878, -1.397, 5.466)
N (-1.892, 1.067, 0.452)
C (-3.323, 0.658, 0.358)
C (-4.050, 0.624, -1.008)
O (-4.626, -0.368, -1.305)
Br (-4.238, 2.035, -2.350)
C (-1.837, 2.550, 0.041)
O (-2.848, 3.247, 0.170)
O (-0.771, 3.133, -0.269)
H (1.103, -5.461, 0.187)
H (0.881, -4.739, -1.463)
H (-0.045, -6.215, -1.044)
H (-0.508, -3.756, 0.824)
H (-1.635, -5.017, 0.192)
H (-0.587, -3.333, -2.113)
H (-2.192, -3.999, -1.717)
H (-2.799, -2.376, -0.154)
H (-2.404, -1.615, -1.710)
H (-1.226, -1.443, 0.977)
H (-0.295, 1.508, -2.001)
H (-1.786, 0.588, -2.339)
H (0.323, -1.425, -2.116)
H (-0.546, -0.823, -3.536)
H (1.921, 0.837, -2.641)
H (0.891, 0.901, -4.097)
H (1.603, -1.752, -4.306)
H (2.409, -0.384, -5.169)
H (3.523, -2.125, -2.994)
H (3.686, -0.376, -2.542)
H (4.744, -1.583, -5.241)
H (5.717, -1.111, -3.743)
H (5.109, 0.606, -5.999)
H (4.067, 1.201, -4.632)
H (5.315, 3.071, -3.732)
H (5.069, 1.641, -2.622)
H (6.704, 2.435, -2.751)
H (1.247, 0.829, -0.657)
H (3.061, -2.206, -0.338)
H (-0.233, 3.696, 2.139)
H (1.177, 3.050, 3.030)
H (-1.471, 2.428, 4.360)
H (0.093, 2.981, 5.146)
H (-2.137, 2.120, 2.277)
H (-3.721, 1.377, 3.442)
H (-4.007, -0.368, 3.229)
H (-2.196, 0.692, 5.536)
H (-3.971, 0.506, 5.578)
H (-2.889, -2.055, 4.571)
H (-3.642, -1.688, 6.227)
H (-1.889, -1.512, 5.980)
H (-3.963, 1.240, 1.069)
H (-3.417, -0.384, 0.761)